1.
{
  "formula": "C27H35MnN2O",
  "method": "wB97M-V/def2-TZVPD",
  "e_tot_ha": -2385.1146,
  "total_charge": 1,
  "homo_energy_ev": [-10.49, -10.83],
  "multiplicity": 4,
  "e_lumo_ev": [-3.75, -3.68],
  "orbital_gap_ev": [6.7, 7.2],
  "max_force_ha_per_bohr": 0.11333,
  "species": ["C", "C", "C", "C", "C", "Mn", "C", "C", "H", "C", "H", "H", "C", "H", "H", "H", "C", "H", "H", "H", "C", "H", "H", "H", "C", "H", "H", "H", "C", "H", "H", "H", "C", "H", "H", "H", "C", "H", "H", "H", "C", "C", "C", "C", "H", "C", "H", "C", "H", "H", "H", "N", "C", "O", "C", "C", "C", "C", "N", "C", "H", "H", "H", "H", "H", "H"],
  "positions_angstrom": [[1.162, 0.595, 1.923], [-0.259, 0.758, 1.836], [-0.530, 1.879, 0.954], [0.732, 2.353, 0.451], [1.775, 1.541, 1.032], [0.457, 0.299, -0.138], [-0.445, 0.521, -3.655], [0.351, -0.153, -2.763], [0.260, -1.205, -2.497], [1.363, 0.597, -1.923], [1.421, 1.687, -2.188], [2.351, 0.076, -1.835], [-1.522, -0.393, -4.187], [-1.704, -1.401, -3.682], [-2.577, 0.052, -4.183], [-1.285, -0.622, -5.304], [-1.082, 1.800, -3.105], [-1.165, 1.890, -1.997], [-0.521, 2.687, -3.471], [-2.150, 1.916, -3.382], [-1.240, -0.008, 2.644], [-0.969, -1.073, 2.715], [-1.356, 0.407, 3.662], [-2.215, 0.004, 2.145], [-1.852, 2.540, 0.789], [-2.654, 1.794, 0.707], [-2.070, 3.185, 1.663], [-1.873, 3.180, -0.108], [0.971, 3.586, -0.347], [0.077, 3.884, -0.913], [1.244, 4.426, 0.316], [1.800, 3.455, -1.058], [3.236, 1.786, 0.919], [3.492, 2.234, -0.051], [3.576, 2.477, 1.711], [3.812, 0.854, 1.029], [1.870, -0.291, 2.887], [2.813, -0.672, 2.468], [2.111, 0.264, 3.809], [1.249, -1.153, 3.169], [-3.220, -1.039, 0.571], [-3.417, -0.650, -0.816], [-4.351, -1.092, 1.354], [-4.382, 0.386, -1.054], [-2.940, -0.639, -1.862], [-5.498, -0.343, 0.955], [-4.307, -1.841, 2.174], [-5.487, 0.515, -0.200], [-4.345, 1.005, -2.020], [-6.380, -0.501, 1.572], [-6.269, 1.256, -0.324], [0.742, -5.579, 2.675], [0.302, -4.338, 2.333], [-0.709, -3.779, 2.948], [1.072, -3.597, 1.314], [2.378, -3.958, 0.940], [3.122, -3.056, 0.182], [2.569, -1.811, -0.128], [1.261, -1.528, 0.100], [0.513, -2.419, 0.825], [0.138, -6.156, 3.233], [1.365, -6.071, 2.034], [2.811, -4.903, 1.254], [4.126, -3.266, -0.164], [3.191, -1.026, -0.585], [-0.524, -2.124, 1.010]],
  "atomic_forces_ev_per_a": [[-0.751, 1.123, -0.228], [0.865, 0.953, 0.030], [0.774, -0.365, 0.396], [-0.213, -0.469, 0.887], [-0.842, -0.009, 0.396], [0.963, 0.135, -0.420], [-2.874, -2.708, 4.286], [1.716, 2.054, 0.315], [0.241, -0.258, -1.043], [-0.426, 0.077, -0.083], [0.282, -1.256, 0.111], [-0.829, 0.761, -0.384], [-1.658, -1.290, -2.914], [0.914, 1.205, -0.514], [1.527, -0.244, -0.178], [-0.670, 0.172, 1.745], [0.517, 2.238, -0.588], [0.691, -0.418, -0.574], [-0.603, -0.122, 0.329], [0.848, -0.137, -0.491], [-0.581, -0.277, 0.155], [-0.027, 0.353, 0.291], [0.120, -0.185, -0.395], [0.306, 0.232, 0.465], [-0.460, 0.219, -0.190], [0.119, 0.272, 0.012], [0.115, -0.304, -0.376], [-0.064, -0.270, 0.350], [0.050, 0.305, -0.427], [0.299, -0.074, 0.141], [-0.126, -0.309, -0.164], [-0.280, 0.086, 0.222], [0.494, -0.091, -0.247], [-0.013, -0.108, 0.266], [-0.145, -0.231, -0.269], [-0.137, 0.323, -0.017], [0.185, -0.533, -0.043], [-0.175, 0.099, 0.178], [-0.095, -0.132, -0.339], [0.177, 0.266, -0.008], [-1.455, -0.427, -4.589], [0.728, 2.747, -0.405], [-0.452, -0.111, -0.058], [-1.163, -0.140, -0.188], [0.912, -1.216, 2.326], [0.619, -0.037, -0.096], [-0.499, 1.047, -0.194], [1.219, -1.060, 1.759], [-0.045, -1.223, 1.464], [0.045, 0.451, -0.200], [-0.026, -0.280, -0.257], [0.216, 0.306, -1.015], [-4.135, 1.040, 3.100], [4.128, -2.076, -2.739], [0.375, 0.324, -0.142], [-0.358, 0.630, -0.299], [-0.364, 0.342, 0.066], [-0.499, -0.307, -0.099], [0.177, -1.350, 0.619], [1.025, 0.685, -0.919], [-0.109, 0.089, 0.216], [-0.441, 0.196, 0.488], [0.016, 0.245, -0.035], [-0.011, -0.057, 0.247], [-0.513, -0.534, 0.193], [0.375, -0.368, 0.072]],
  "lowdin_charge": [-0.247, -0.254, -0.245, -0.259, -0.255, 0.713, -0.280, -0.154, 0.096, -0.155, 0.073, 0.058, -0.125, 0.084, 0.079, 0.106, -0.078, 0.056, 0.087, 0.075, -0.024, 0.065, 0.115, 0.034, -0.009, 0.067, 0.110, 0.082, -0.020, 0.081, 0.108, 0.080, -0.010, 0.089, 0.109, 0.080, 0.001, 0.082, 0.113, 0.084, 0.012, -0.076, -0.123, -0.129, 0.093, -0.062, 0.126, -0.070, 0.125, 0.103, 0.103, 0.180, -0.409, -0.008, -0.115, 0.031, -0.006, -0.080, 0.001, -0.012, 0.123, 0.107, 0.122, 0.121, 0.115, 0.116]
}

***

2.
{
  "formula": "C4H13N3",
  "method": "wB97M-V/def2-TZVPD",
  "e_tot_ha": -324.4208,
  "homo_energy_ev": -8.20,
  "e_lumo_ev": 1.10,
  "orbital_gap_ev": 9.3,
  "max_force_ha_per_bohr": 0.04858,
  "species": ["C", "N", "C", "N", "C", "C", "N", "H", "H", "H", "H", "H", "H", "H", "H", "H", "H", "H", "H", "H"],
  "positions_angstrom": [[0.331, 0.155, -0.542], [-0.738, -0.604, 0.062], [-1.457, -1.514, -0.798], [-2.027, -2.693, -0.188], [0.751, 1.349, 0.347], [1.800, 0.806, 1.336], [1.285, 2.471, -0.364], [-0.054, 0.539, -1.503], [1.246, -0.326, -0.904], [-1.090, -0.229, 0.925], [-0.724, -1.820, -1.552], [-2.192, -0.974, -1.416], [-1.327, -3.046, 0.459], [-2.771, -2.381, 0.434], [-0.116, 1.621, 0.939], [1.285, 0.012, 1.897], [2.460, 0.126, 0.790], [2.490, 1.335, 1.988], [2.227, 2.432, -0.703], [0.793, 3.294, -0.644]],
  "atomic_forces_ev_per_a": [[-0.961, 1.461, -1.016], [1.506, -0.889, 0.346], [0.396, 0.597, -0.790], [-0.181, 0.540, 0.638], [1.012, -0.023, 0.418], [-0.069, -2.488, -0.214], [0.381, 0.403, -0.212], [-0.038, 0.513, 0.175], [-0.060, -0.918, 0.634], [-0.504, -0.144, -0.196], [0.070, -0.228, 0.178], [-0.426, -0.248, 0.341], [0.098, -0.232, -0.160], [-0.161, -0.185, -0.184], [-0.268, 0.547, -0.115], [-0.006, 0.439, 0.509], [0.354, 0.318, -0.465], [-0.715, 0.948, -0.026], [0.038, -0.168, 0.075], [-0.466, -0.245, 0.064]],
  "lowdin_charge": [-0.235, -0.080, -0.349, 0.004, -0.441, -0.077, 0.033, 0.109, 0.112, 0.104, 0.111, 0.114, 0.066, 0.060, 0.125, 0.072, 0.064, 0.072, 0.070, 0.066]
}

***

3.
{
  "formula": "C16H43Cl2F9N5O8",
  "method": "wB97M-V/def2-TZVPD",
  "e_tot_ha": -3329.3241,
  "total_charge": 3,
  "homo_energy_ev": -15.96,
  "e_lumo_ev": -9.73,
  "orbital_gap_ev": 6.2,
  "max_force_ha_per_bohr": 0.04631,
  "species": ["N", "H", "H", "H", "H", "N", "H", "H", "H", "H", "N", "H", "H", "H", "H", "N", "H", "H", "H", "H", "N", "H", "H", "H", "H", "O", "C", "C", "O", "H", "H", "H", "H", "C", "C", "O", "C", "O", "C", "F", "F", "F", "H", "H", "H", "H", "H", "C", "C", "O", "C", "O", "C", "F", "F", "F", "H", "H", "H", "H", "H", "C", "C", "O", "C", "O", "C", "F", "F", "F", "H", "H", "H", "H", "H", "Cl", "C", "C", "Cl", "H", "H", "H", "H"],
  "positions_angstrom": [[0.768, 2.367, -2.355], [0.865, 1.555, -1.689], [0.704, 1.936, -3.280], [1.563, 2.985, -2.238], [-0.040, 2.995, -2.193], [0.913, 4.656, 1.138], [0.726, 3.638, 1.348], [1.457, 5.031, 1.916], [0.031, 5.157, 0.990], [1.491, 4.759, 0.307], [3.791, 2.477, 1.444], [4.175, 3.096, 2.164], [3.795, 3.039, 0.594], [2.791, 2.163, 1.686], [4.384, 1.659, 1.322], [3.851, -0.526, -1.303], [2.831, -0.194, -1.200], [4.443, 0.299, -1.363], [4.037, -1.290, -1.980], [4.132, -0.892, -0.389], [1.814, 1.012, 4.515], [2.779, 0.704, 4.393], [1.460, 1.253, 3.543], [1.809, 1.857, 5.089], [1.299, 0.278, 5.006], [1.230, -0.004, -1.076], [0.743, -0.222, 0.230], [0.315, 0.911, 1.293], [1.125, 1.890, 1.924], [1.452, -0.854, 0.794], [-0.190, -0.772, 0.074], [-0.191, 0.280, 2.035], [-0.491, 1.442, 0.764], [2.085, -4.515, -0.239], [3.292, -5.198, -0.869], [3.175, -5.093, -2.312], [3.463, -3.979, -2.914], [4.033, -3.050, -2.367], [3.137, -3.940, -4.419], [4.197, -4.296, -5.120], [2.102, -4.682, -4.705], [2.875, -2.669, -4.745], [2.075, -4.828, 0.812], [1.117, -4.874, -0.576], [2.253, -3.438, -0.227], [3.237, -6.256, -0.625], [4.286, -4.836, -0.619], [-3.957, -0.862, 2.692], [-4.299, -2.259, 3.152], [-3.363, -3.143, 2.476], [-3.678, -4.439, 2.538], [-4.625, -4.848, 3.131], [-2.774, -5.459, 1.828], [-3.502, -6.413, 1.294], [-1.908, -4.873, 0.982], [-1.999, -6.044, 2.776], [-3.099, -0.540, 3.282], [-4.811, -0.245, 2.980], [-3.783, -0.836, 1.621], [-5.326, -2.590, 3.012], [-4.085, -2.397, 4.214], [-3.209, 2.723, -0.763], [-2.683, 4.021, -0.193], [-2.647, 5.080, -1.136], [-1.614, 5.379, -1.869], [-0.578, 4.752, -2.010], [-1.740, 6.738, -2.595], [-2.970, 7.206, -2.508], [-0.892, 7.616, -2.098], [-1.481, 6.524, -3.874], [-2.487, 2.164, -1.357], [-4.042, 2.920, -1.443], [-3.710, 2.104, -0.019], [-1.671, 3.903, 0.217], [-3.290, 4.365, 0.643], [-3.500, -0.381, -2.633], [-2.478, -0.806, -1.252], [-1.550, -2.005, -1.441], [-2.429, -3.373, -2.138], [-3.202, -1.141, -0.509], [-1.982, 0.109, -0.939], [-1.066, -2.260, -0.501], [-0.761, -1.721, -2.140]],
  "atomic_forces_ev_per_a": [[-0.487, 0.427, 0.007], [-0.039, -1.174, 0.564], [0.224, 0.354, -0.117], [0.281, -0.137, -0.681], [-0.044, -0.331, -0.076], [0.056, -0.214, 0.040], [0.256, -0.596, 0.150], [-0.443, 0.333, 0.163], [0.166, 0.167, 0.169], [-0.275, 0.030, -0.274], [0.267, 0.514, 0.173], [0.174, -0.345, 0.118], [0.018, -0.306, -0.191], [-1.243, -0.269, -0.180], [0.203, 0.115, 0.045], [0.838, 0.517, 1.503], [-1.375, -0.462, -0.330], [0.196, -0.239, -1.006], [-0.139, -0.025, -0.341], [-0.285, -0.533, -0.198], [0.350, 0.084, -0.013], [-0.013, -0.129, 0.343], [-0.542, 0.183, -0.462], [-0.053, -0.089, 0.099], [-0.150, 0.008, -0.186], [0.847, 2.052, 0.862], [0.765, 0.381, 0.191], [-1.036, -0.506, -1.667], [1.925, 0.273, 0.046], [-0.029, -0.342, -0.021], [0.103, 0.059, 0.832], [0.015, 0.119, 0.207], [-0.210, 0.133, 0.106], [1.101, -0.149, 1.387], [-0.614, -0.191, -0.194], [-0.566, -0.455, -1.041], [0.921, -0.150, 1.233], [-0.295, 0.477, -0.125], [0.215, 0.574, 0.198], [0.286, -0.498, -0.102], [-0.411, -0.436, -0.251], [-0.309, 0.318, 0.053], [0.175, 0.150, 0.030], [0.118, 0.304, -0.688], [-0.636, 0.102, -0.303], [0.171, -0.092, -0.475], [-0.207, 0.277, 0.407], [-0.581, -0.300, 0.861], [0.590, -0.584, 0.442], [0.500, -0.367, -0.776], [-0.956, 0.272, 0.363], [-0.303, -0.370, 0.230], [0.982, 0.130, 1.216], [0.253, 0.407, -0.692], [-0.491, -0.293, -0.524], [-0.159, 0.187, -0.077], [0.184, 0.263, -0.401], [0.150, 0.278, -0.259], [0.000, 0.158, -0.002], [0.087, 0.082, -0.441], [-0.220, 0.210, 0.050], [-0.789, 0.143, -0.621], [0.458, -0.976, 0.855], [-0.134, 1.051, -0.600], [0.244, -0.004, 0.205], [-0.077, -0.398, 0.702], [-1.311, -0.332, -0.625], [-0.142, 0.208, 0.296], [0.487, 0.130, 0.333], [0.472, -0.006, -0.341], [0.091, -0.047, 0.218], [0.122, 0.303, -0.097], [0.572, -0.102, 0.269], [0.052, -0.166, -0.129], [-0.211, 0.194, -0.316], [0.277, 0.166, -0.436], [-0.821, -1.003, 0.713], [0.252, 0.933, -1.201], [0.177, -0.092, 0.330], [0.073, 0.418, 0.252], [0.272, -0.179, 0.154], [-0.392, -0.366, 0.063], [0.024, -0.227, -0.019]],
  "lowdin_charge": [0.280, 0.061, 0.159, 0.121, 0.084, 0.308, 0.092, 0.152, 0.143, 0.135, 0.283, 0.152, 0.135, 0.072, 0.141, 0.256, 0.055, 0.122, 0.098, 0.127, 0.298, 0.144, 0.078, 0.154, 0.162, -0.345, -0.326, -0.303, -0.407, 0.094, 0.056, 0.102, 0.083, -0.048, -0.147, 0.071, -0.355, 0.077, -0.581, 0.212, 0.224, 0.159, 0.089, 0.093, 0.055, 0.136, 0.128, -0.057, -0.189, 0.009, -0.390, 0.190, -0.538, 0.213, 0.129, 0.147, 0.068, 0.089, 0.054, 0.134, 0.135, -0.051, -0.185, 0.083, -0.347, 0.077, -0.587, 0.211, 0.205, 0.205, 0.042, 0.106, 0.096, 0.087, 0.143, 0.596, -0.682, -0.674, 0.612, 0.048, 0.024, 0.055, 0.064]
}

***

What is the formula in the third record?
C16H43Cl2F9N5O8